Record 1
# C9H21NP

A cluster of 2 separate species, C9H21NP in total in a non-equilibrium geometry (wB97M-V/def2-TZVPD, OMol25).

Results
**Total charge**: +1
**Energy relative to the best compared isomer or geometry (same formula, charge and spin)**: 435.6 kJ/mol
**Orbital gap (alpha / beta)**: 8.3 / 7.6 eV
**E_tot**: -20440.4826 eV

Geometry as XYZ:
```
32
C9H21NP wB97M-V/def2-TZVPD
P -1.502 1.020 3.296
N 0.029 1.572 -0.219
C -0.842 2.695 0.051
C 0.554 -3.343 -1.600
C 0.316 -2.230 -0.608
C -2.031 -0.150 0.115
C 1.096 1.906 -1.174
C 1.659 0.375 1.343
C -0.020 -0.859 -1.257
C 0.227 0.630 0.942
C -0.538 0.150 -0.209
H -1.731 -1.025 0.657
H 0.869 -0.625 -1.772
H -0.210 1.053 4.103
H 2.331 0.306 0.476
H 1.361 2.920 -0.949
H -2.414 0.656 0.638
H 2.092 1.118 1.867
H 1.648 -0.566 1.935
H -0.194 -3.279 -2.421
H -1.709 2.293 0.560
H 0.522 -4.263 -1.145
H 1.874 1.257 -1.043
H -0.773 -1.120 -1.966
H -2.634 -0.373 -0.795
H -0.264 3.173 0.761
H -0.569 -2.630 -0.081
H -1.327 -0.278 3.381
H 1.127 -2.226 0.117
H 0.556 1.847 -2.051
H 1.513 -3.149 -2.080
H -1.016 3.144 -0.870
```



Record 2
# C4H9N

A structure of composition C4H9N in a non-equilibrium geometry (wB97M-V/def2-TZVPD, OMol25).

Results
**Total charge**: 0
**Energy relative to the best compared isomer or geometry (same formula, charge and spin)**: 323.6 kJ/mol
**Orbital gap**: 9.3 eV
**E_tot**: -5780.4579 eV

Geometry as XYZ:
```
14
C4H9N wB97M-V/def2-TZVPD
N 0.784 -1.103 -0.927
C 0.787 -1.072 -2.163
C 0.218 0.281 0.356
C -1.202 0.640 -0.013
C 0.553 -0.398 1.603
H 0.852 -0.213 -2.849
H 0.805 1.132 0.008
H -1.952 -0.006 0.456
H 1.615 -0.607 1.778
H -0.333 -1.170 1.785
H 0.334 0.542 2.349
H -1.300 0.403 -1.078
H 1.277 -1.896 -2.616
H -1.534 1.735 0.145
```



Record 3
# C18H30InN5OPS3

A structure of composition C18H30InN5OPS3 in a non-equilibrium geometry (wB97M-V/def2-TZVPD, OMol25).

Results
**Total charge**: +3
**Energy relative to the best compared isomer or geometry (same formula, charge and spin)**: 47.5 kJ/mol
**Orbital gap (alpha / beta)**: 3.7 / 4.7 eV
**E_tot**: -75591.0388 eV

Geometry as XYZ:
```
59
C18H30InN5OPS3 wB97M-V/def2-TZVPD
In 0.587 -0.186 0.124
S 2.379 2.907 5.183
S 1.232 -0.323 3.785
S -0.204 2.557 2.485
P -2.532 -1.665 -0.208
O 5.844 1.003 -5.128
N 2.309 -0.412 -2.003
N -4.998 -2.418 -1.254
N 5.558 -1.125 -5.831
N -3.775 -0.959 -2.618
N -4.831 -0.154 -0.648
C 3.254 1.322 4.929
C 2.464 0.712 -2.702
C 1.622 2.682 2.445
C 3.410 0.844 -3.702
C -3.732 -0.269 0.256
C -2.489 -1.217 -2.058
C -5.710 -1.309 -0.651
C 4.205 -0.255 -4.014
C -3.936 -2.930 -0.464
C -4.649 -2.118 -2.625
C 2.402 0.074 5.129
C -4.446 0.175 -2.007
C 4.029 -1.436 -3.306
C 2.246 3.593 3.493
C -0.524 1.902 4.151
C 5.292 -0.071 -5.064
C -0.367 0.400 4.303
C 3.076 -1.457 -2.297
H 3.735 1.331 3.951
H 2.935 -2.345 -1.692
H 2.033 1.671 2.510
H -1.556 2.172 4.380
H -5.343 0.420 -2.584
H -0.521 0.136 5.348
H -6.003 -1.564 0.367
H -3.502 -3.814 -0.940
H 0.130 2.446 4.839
H 6.257 -1.030 -6.555
H -3.775 1.039 -2.005
H 1.827 3.089 1.451
H -2.019 -2.052 -2.588
H -4.109 -0.471 1.264
H -1.100 -0.123 3.687
H -4.144 -2.967 -3.089
H 1.682 4.519 3.613
H -5.554 -1.890 -3.194
H 3.074 -0.787 5.159
H 3.556 1.779 -4.219
H -3.170 0.673 0.278
H -4.312 -3.208 0.525
H 4.033 1.316 5.695
H -1.857 -0.327 -2.176
H 3.259 3.855 3.181
H 4.628 -2.313 -3.494
H 1.816 1.546 -2.438
H 5.042 -1.989 -5.801
H 1.843 0.107 6.062
H -6.601 -1.084 -1.242
```



Record 4
# C4H10N2

An isolated molecule of C4H10N2 in a non-equilibrium geometry (wB97M-V/def2-TZVPD, OMol25).

Results
**Total charge**: 0
**Energy relative to the best compared isomer or geometry (same formula, charge and spin)**: 306.7 kJ/mol
**SMILES**: CCC/N=C\N
**Orbital gap**: 9.0 eV
**E_tot**: -7287.4405 eV

Geometry as XYZ:
```
16
C4H10N2 wB97M-V/def2-TZVPD
N 0.561 0.978 2.281
N 0.683 0.005 0.256
C -1.205 -0.879 -1.075
C -0.194 -1.040 -2.232
C -0.733 0.282 -0.239
C 1.173 0.756 1.089
H -0.385 -0.363 -2.986
H -1.439 -1.657 -0.313
H 0.825 0.294 3.026
H -1.386 0.386 0.654
H -2.074 -0.612 -1.536
H 2.150 1.210 1.039
H -0.436 0.961 2.164
H -0.787 1.134 -0.870
H 0.694 -0.923 -1.528
H -0.115 -2.024 -2.668
```



Record 5
# C4H22N2O6

A cluster of 6 separate species, C4H22N2O6 in total in a non-equilibrium geometry (wB97M-V/def2-TZVPD, OMol25).

Results
**Total charge**: +1
**2S+1**: 2
**Energy relative to the best compared isomer or geometry (same formula, charge and spin)**: 0.0 kJ/mol
**Orbital gap (alpha / beta)**: 10.7 / 5.7 eV
**E_tot**: -19760.9753 eV

Geometry as XYZ:
```
34
C4H22N2O6 wB97M-V/def2-TZVPD
O 3.753 -1.298 -0.183
O 3.095 0.506 1.916
O 0.349 1.022 2.095
O -0.963 -4.369 1.030
O -0.156 -1.451 0.439
O 1.567 -0.561 -1.936
N -0.758 1.055 -0.630
N -0.130 3.153 -1.739
C -2.386 0.387 1.036
C -1.146 2.229 -1.381
C -1.208 -1.314 -0.503
C -1.851 0.118 -0.368
H -0.335 1.164 0.313
H -2.547 0.059 -1.183
H 3.275 -1.077 -0.997
H -1.913 1.270 1.454
H -3.470 0.447 1.079
H -0.698 -1.260 -1.462
H 3.756 -2.264 -0.181
H 1.197 0.936 1.611
H 3.585 -0.262 1.580
H -1.886 -2.165 -0.470
H 1.148 -0.410 -1.086
H -2.065 -0.368 1.762
H -1.798 -4.035 1.378
H -0.511 -3.601 0.653
H 0.255 3.026 -2.655
H -2.010 2.746 -0.923
H 0.471 3.393 -0.969
H 3.301 1.150 1.224
H 0.027 -0.707 1.025
H -1.628 1.888 -2.302
H 1.149 0.083 -2.518
H 0.531 0.508 2.894
```



Record 6
# C16H17ClN2OS2

An isolated molecule of C16H17ClN2OS2 in a non-equilibrium geometry (wB97M-V/def2-TZVPD, OMol25).

Results
**Total charge**: 0
**Energy relative to the best compared isomer or geometry (same formula, charge and spin)**: 137.2 kJ/mol
**SMILES**: CN(C)CCNC(=O)c1cc2c(s1)-c1ccc(Cl)cc1SC2
**Orbital gap**: 7.9 eV
**E_tot**: -56086.6840 eV

Geometry as XYZ:
```
39
C16H17ClN2OS2 wB97M-V/def2-TZVPD
Cl 7.438 0.329 3.662
S 1.816 1.778 -0.530
S 1.982 -0.370 3.879
O -0.357 2.192 -2.850
N -3.376 -1.184 -1.610
N -1.937 1.097 -1.688
C 3.362 0.961 1.783
C 5.842 0.689 3.078
C -0.663 1.460 -1.921
C 4.513 1.345 1.121
C 0.221 1.092 -0.784
C 5.793 1.288 1.739
C 0.676 -0.591 2.539
C 0.952 0.265 1.306
C 2.055 1.054 0.981
C -2.856 0.894 -2.822
C -2.911 -2.273 -2.535
C -3.940 -0.134 -2.414
C 3.380 0.465 3.112
C -0.049 0.277 0.311
C -4.050 -1.572 -0.384
C 4.663 0.258 3.765
H -1.092 -0.181 0.512
H -2.259 0.524 -3.637
H 0.640 -1.629 2.376
H -2.469 -1.760 -3.435
H 4.819 -0.320 4.584
H -3.645 -2.941 -2.897
H -2.227 -2.959 -2.016
H -3.845 -0.756 0.398
H -5.143 -1.775 -0.605
H -0.330 -0.310 2.853
H -3.248 1.851 -2.979
H -1.989 0.369 -0.979
H -4.672 0.535 -1.832
H -4.509 -0.499 -3.274
H -3.507 -2.511 0.032
H 4.352 1.435 0.064
H 6.574 1.606 1.098
```